1.
Computed, not measured: a structure of composition C24H34F6O2S6SbTc at a distorted geometry, with ωB97M-V/def2-TZVPD.

Its expectation value of S² is 2.0730. Its multiplicity is 3. The calculation puts the frontier orbital gap (spin up / spin down) at 3.96 / 3.17 eV. The charge is +4. For the LUMO energy (spin up / spin down), the calculation gives -15.367 / -16.138 eV. The total energy comes out at -119545.01210 eV. Its HOMO energy (spin up / spin down) is -19.3293 / -19.3051 eV. The calculation puts the energy above the lowest of the compared OMol25 structures with the same formula, charge and spin at 105.6 kJ/mol.

CARTESIAN COORDINATES (ANGSTROEM)
Tc -0.073 -0.365 1.056
C -3.255 -1.662 0.815
C -2.325 -2.870 0.918
S -0.679 -2.456 0.246
C 0.447 -3.697 1.086
C 1.868 -3.173 1.261
S 1.924 -1.505 2.050
C 1.727 -1.796 3.891
C 0.580 -0.993 4.336
S -0.881 -1.170 3.231
C -2.003 0.112 3.878
C -2.987 0.430 2.781
S -2.392 -0.059 1.116
H -4.181 -1.793 1.363
H -3.540 -1.584 -0.276
H -2.697 -3.659 0.272
H -2.266 -3.223 1.937
H 0.474 -4.593 0.527
H -0.037 -3.869 2.054
H 2.347 -3.025 0.284
H 2.433 -3.915 1.869
H 2.687 -1.506 4.375
H 1.642 -2.894 4.029
H 0.894 0.004 4.399
H 0.123 -1.317 5.247
H -1.416 0.993 4.089
H -2.518 -0.323 4.703
H -3.142 1.494 2.663
H -3.944 -0.104 2.938
O -0.414 1.148 -0.471
S -0.573 2.673 -0.259
C 0.899 3.495 -1.065
C 1.961 2.579 -1.502
C 1.931 1.954 -2.889
C 2.106 0.443 -2.996
S 0.911 -0.587 -2.096
O 1.417 -0.645 -0.575
C 1.229 -2.191 -2.721
C 2.527 -2.769 -2.728
C 2.581 -4.141 -2.789
C 1.465 -4.958 -2.729
C 0.184 -4.372 -2.732
C 0.091 -2.971 -2.813
C -1.750 3.120 -1.463
C -2.351 4.376 -1.357
C -3.040 4.854 -2.481
C -3.173 4.091 -3.637
C -2.598 2.812 -3.675
C -1.959 2.310 -2.571
H 1.132 4.119 -0.166
H 0.538 4.203 -1.850
H 2.084 1.733 -0.766
H 2.952 3.129 -1.369
H 2.647 2.448 -3.545
H 0.975 2.119 -3.444
H 3.097 0.147 -2.610
H 2.000 0.093 -4.062
H 3.415 -2.160 -2.649
H 3.554 -4.585 -2.913
H 1.572 -6.035 -2.612
H -0.728 -4.970 -2.668
H -0.869 -2.473 -2.824
H -2.231 4.915 -0.407
H -3.492 5.881 -2.385
H -3.642 4.470 -4.523
H -2.644 2.302 -4.593
H -1.480 1.335 -2.552
F 0.602 1.515 2.100
Sb 1.579 3.003 3.207
F 2.383 1.729 4.348
F 0.116 2.880 4.385
F 2.410 4.280 4.245
F 0.759 4.299 2.090
F 3.015 2.923 1.970

2.
Computed, not measured: a structure of composition C27H36GeN2PPtS at a distorted geometry, with ωB97M-V/def2-TZVPD.

Its multiplicity is 1. The calculation puts the frontier orbital gap at 6.43 eV. The charge is +1. For the LUMO energy, the calculation gives -3.978 eV. The total energy comes out at -111443.88659 eV. Its HOMO energy is -10.4070 eV. The calculation puts the energy above the lowest of the compared OMol25 structures with the same formula, charge and spin at 155.7 kJ/mol.

CARTESIAN COORDINATES (ANGSTROEM)
Pt -0.694 -0.510 0.433
C -3.846 1.080 1.951
C -3.568 2.468 1.438
C -4.590 3.412 1.476
C -4.400 4.712 1.033
C -3.169 5.098 0.531
C -2.131 4.181 0.484
C -2.312 2.876 0.948
P -0.869 1.775 0.968
C 0.474 2.677 0.158
C 1.461 3.272 0.940
C 2.462 4.032 0.351
C 2.478 4.189 -1.023
C 1.506 3.582 -1.808
C 0.493 2.815 -1.244
C -0.555 2.186 -2.133
C -0.461 1.688 2.735
C -0.887 2.593 3.698
C -0.655 2.322 5.042
C -0.044 1.129 5.402
C 0.382 0.233 4.423
C 0.214 0.535 3.078
C 0.767 -0.305 1.972
H -4.909 0.853 1.868
H -3.562 0.992 3.004
H -3.291 0.329 1.398
H -5.559 3.115 1.862
H -5.214 5.423 1.086
H -3.011 6.110 0.180
H -1.168 4.487 0.096
H 1.439 3.146 2.015
H 3.221 4.498 0.965
H 3.247 4.792 -1.492
H 1.532 3.707 -2.885
H -0.324 2.364 -3.183
H -1.547 2.600 -1.929
H -0.617 1.111 -1.978
H -1.415 3.493 3.406
H -0.969 3.027 5.802
H 0.109 0.894 6.448
H 0.884 -0.686 4.704
H 1.137 -1.275 2.298
H 1.537 0.226 1.412
C 3.135 -4.076 -2.173
N 2.734 -2.741 -1.753
C 1.518 -2.420 -1.325
N 0.633 -3.397 -1.163
S 1.187 -0.739 -1.041
H 4.174 -4.041 -2.481
H 2.535 -4.423 -3.016
H 3.050 -4.786 -1.349
H 3.372 -1.975 -1.891
H 0.882 -4.364 -1.277
H -0.298 -3.150 -0.866
C -3.690 -4.175 -0.665
Ge -3.660 -2.366 0.062
C -5.231 -1.463 -0.633
C -3.644 -2.446 2.001
C -2.073 -1.411 -0.599
H -4.643 -4.641 -0.409
H -2.887 -4.792 -0.257
H -3.604 -4.150 -1.753
H -6.110 -2.005 -0.278
H -5.225 -1.489 -1.724
H -5.303 -0.424 -0.309
H -4.243 -3.291 2.346
H -4.056 -1.536 2.436
H -2.623 -2.570 2.369
H -2.195 -1.031 -1.623

3.
Computed, not measured: a structure of composition C32H38As2GaN4SSe at a distorted geometry, with ωB97M-V/def2-TZVPD.

Its multiplicity is 1. The calculation puts the frontier orbital gap at 6.85 eV. The charge is +1. For the LUMO energy, the calculation gives -3.450 eV. The total energy comes out at -289991.85049 eV. Its HOMO energy is -10.2986 eV.

CARTESIAN COORDINATES (ANGSTROEM)
Ga -0.171 -0.021 0.517
N 0.208 1.912 4.338
C -0.078 1.600 3.075
S 1.251 1.094 2.057
N -1.318 1.699 2.677
N -1.547 1.367 1.413
C -2.698 1.566 0.850
C -3.854 2.098 1.577
C -4.519 3.240 1.136
C -5.606 3.720 1.841
C -6.030 3.069 2.989
C -5.367 1.936 3.433
C -4.272 1.455 2.740
C -2.726 1.330 -0.589
C -3.875 1.544 -1.358
C -3.776 1.518 -2.737
C -2.537 1.274 -3.317
C -1.467 0.984 -2.484
N -1.557 0.989 -1.162
H 1.158 1.851 4.665
H -0.535 2.195 4.956
H -4.162 3.763 0.260
H -6.117 4.607 1.497
H -6.873 3.451 3.543
H -5.698 1.430 4.328
H -3.747 0.571 3.074
H -4.816 1.749 -0.872
H -4.640 1.716 -3.354
H -2.406 1.306 -4.387
H -0.484 0.759 -2.889
C 4.278 -1.575 0.990
As 2.618 -1.306 -0.040
C 3.460 -0.831 -1.749
C 2.081 -3.147 -0.424
C 2.729 -4.234 0.150
C 2.326 -5.527 -0.131
C 1.244 -5.747 -0.965
C 0.571 -4.669 -1.509
C 0.975 -3.368 -1.252
As 0.139 -1.806 -2.078
C 0.833 -2.069 -3.908
C -1.695 -2.384 -2.463
H 4.079 -1.952 1.994
H 4.765 -0.602 1.082
H 4.952 -2.251 0.462
H 3.805 -1.724 -2.270
H 4.313 -0.184 -1.554
H 2.757 -0.287 -2.381
H 3.567 -4.066 0.815
H 2.854 -6.363 0.298
H 0.914 -6.750 -1.188
H -0.288 -4.845 -2.144
H 0.498 -3.032 -4.290
H 1.920 -2.047 -3.923
H 0.463 -1.277 -4.561
H -1.722 -3.420 -2.796
H -2.115 -1.752 -3.252
H -2.317 -2.281 -1.575
C -0.548 -7.510 3.219
C -0.672 -6.160 2.587
C -1.703 -5.891 1.703
C -1.950 -4.617 1.211
C -3.122 -4.445 0.295
C -1.116 -3.575 1.624
Se -1.693 -1.733 1.291
C -0.019 -3.829 2.455
C 0.893 -2.725 2.897
C 0.191 -5.120 2.914
H -1.146 -8.243 2.685
H -0.919 -7.458 4.243
H 0.484 -7.849 3.257
H -2.368 -6.690 1.412
H -4.002 -4.923 0.718
H -2.915 -4.918 -0.664
H -3.350 -3.395 0.132
H 1.262 -2.156 2.033
H 1.749 -3.122 3.440
H 0.356 -2.027 3.546
H 1.020 -5.308 3.582

4.
Computed, not measured: a cluster of 2 separate species, C2H9N2 in total at a distorted geometry, with ωB97M-V/def2-TZVPD.

Its multiplicity is 1. The calculation puts the frontier orbital gap at 11.56 eV. The charge is +1. For the LUMO energy, the calculation gives -3.506 eV. The total energy comes out at -5192.28442 eV. Its HOMO energy is -15.0620 eV. The calculation puts the energy above the lowest of the compared OMol25 structures with the same formula, charge and spin at 161.1 kJ/mol.

CARTESIAN COORDINATES (ANGSTROEM)
N -1.432 1.798 -0.637
H -0.274 0.676 -0.143
H -2.236 1.132 -0.601
H -1.714 2.439 -1.402
H -1.358 2.348 0.231
C 1.214 -1.947 0.903
C 0.410 -1.293 0.032
N 0.608 0.143 -0.099
H 1.989 -1.457 1.388
H 1.178 -3.118 0.915
H -0.578 -1.520 -0.463
H 1.023 0.559 0.846
H 1.171 0.241 -0.969

5.
Computed, not measured: an isolated molecule of C7H8N2O at a distorted geometry, with ωB97M-V/def2-TZVPD.

Its multiplicity is 1. The calculation puts the frontier orbital gap at 6.74 eV. The charge is 0. For the LUMO energy, the calculation gives -0.462 eV. The total energy comes out at -12412.84285 eV. Its HOMO energy is -7.2064 eV. The calculation puts the energy above the lowest of the compared OMol25 structures with the same formula, charge and spin at 343.1 kJ/mol.

CARTESIAN COORDINATES (ANGSTROEM)
C -0.594 0.325 -0.791
C 1.760 0.592 -1.337
C -2.594 0.038 0.361
C -1.415 -0.550 1.190
C 1.901 0.319 0.237
C 1.042 -0.786 0.769
C 0.393 0.686 -1.769
N -1.865 0.496 -0.768
N -0.294 -0.376 0.639
O 2.754 0.678 -2.046
H -3.241 0.712 0.777
H -3.152 -0.733 -0.107
H -1.376 -1.265 1.969
H 3.020 0.176 0.428
H 1.574 1.190 0.895
H 1.012 -1.669 0.194
H 1.167 -1.098 1.851
H -0.093 1.265 -2.490

6.
Computed, not measured: a structure of composition C9H7Cl2NO3TlY at a distorted geometry, with ωB97M-V/def2-TZVPD.

Its multiplicity is 1. The calculation puts the frontier orbital gap at 4.70 eV. The charge is +4. For the LUMO energy, the calculation gives -19.365 eV. The total energy comes out at -47813.68216 eV. Its HOMO energy is -24.0639 eV. The calculation puts the energy above the lowest of the compared OMol25 structures with the same formula, charge and spin at 0.0 kJ/mol.

CARTESIAN COORDINATES (ANGSTROEM)
Y -1.762 0.311 -3.564
Tl 2.015 0.345 -0.286
Cl -2.596 -1.873 -2.782
Cl -0.465 1.744 -1.746
C 1.447 3.132 0.451
C 0.348 -0.607 -3.621
C -0.929 0.148 -5.795
O 1.082 4.209 0.550
O 1.384 -1.127 -3.699
O -0.419 0.098 -6.835
N -0.352 -1.423 -0.090
C -0.249 -0.929 1.217
C -1.000 0.202 1.600
C -0.656 0.885 2.762
C 0.442 0.480 3.526
C 1.180 -0.649 3.151
C 0.822 -1.385 2.024
H -1.209 -1.216 -0.603
H -0.131 -2.411 -0.187
H -1.833 0.531 0.966
H -1.261 1.739 3.078
H 0.718 1.040 4.425
H 2.041 -0.969 3.744
H 1.384 -2.275 1.714

7.
Computed, not measured: a cluster of 3 separate species, C17H36F5NO11P2 in total at a distorted geometry, with ωB97M-V/def2-TZVPD.

Its multiplicity is 1. The calculation puts the frontier orbital gap at 10.74 eV. As for the structure (SMILES): COCN(C(=O)O)C(F)(F)C(F)(F)F.CCOP(=O)(OCC)OCC.CCOP(=O)(OCC)OCC. The charge is 0. For the LUMO energy, the calculation gives 0.370 eV. The total energy comes out at -74394.12397 eV. Its HOMO energy is -10.3650 eV.

CARTESIAN COORDINATES (ANGSTROEM)
C -1.109 0.725 -1.464
O -0.137 -0.260 -1.104
C 0.104 -0.375 0.249
N 0.337 0.943 0.929
C -0.054 0.779 2.308
O -0.699 1.587 2.869
O 0.382 -0.357 2.917
C 1.696 1.368 0.810
F 2.562 0.640 1.592
F 2.126 1.205 -0.457
C 1.890 2.870 1.135
F 1.143 3.621 0.334
F 3.177 3.183 0.902
F 1.640 3.144 2.416
H -1.678 1.108 -0.624
H -1.825 0.233 -2.122
H -0.637 1.503 -2.057
H 1.004 -0.983 0.354
H -0.678 -0.916 0.788
H 1.056 -0.087 3.555
O -4.670 2.176 -3.286
P -5.248 2.783 -4.496
O -5.563 1.617 -5.573
C -6.040 0.335 -5.163
C -7.549 0.239 -5.279
O -4.020 3.545 -5.213
C -2.809 3.813 -4.505
C -1.755 2.782 -4.844
O -6.270 3.901 -5.019
C -7.656 3.867 -4.641
C -7.864 3.638 -3.159
H -5.720 0.103 -4.146
H -5.574 -0.395 -5.827
H -8.038 0.883 -4.544
H -7.882 -0.784 -5.102
H -7.881 0.550 -6.270
H -2.985 3.852 -3.431
H -2.475 4.805 -4.815
H -2.125 1.770 -4.676
H -0.860 2.933 -4.239
H -1.478 2.848 -5.897
H -8.176 3.113 -5.238
H -8.071 4.833 -4.924
H -7.477 2.662 -2.848
H -8.924 3.673 -2.912
H -7.343 4.399 -2.577
O 4.984 -3.443 5.607
P 5.546 -3.345 4.250
O 4.490 -3.971 3.195
C 3.083 -3.796 3.368
C 2.569 -2.633 2.543
O 6.726 -4.442 4.200
C 7.255 -5.019 5.395
C 6.647 -6.383 5.643
O 6.363 -2.391 3.254
C 5.864 -1.089 2.903
C 5.389 -0.289 4.097
H 2.827 -3.659 4.420
H 2.611 -4.722 3.037
H 2.950 -1.685 2.933
H 1.481 -2.593 2.565
H 2.897 -2.720 1.506
H 7.099 -4.361 6.248
H 8.332 -5.112 5.247
H 5.559 -6.330 5.649
H 6.984 -6.790 6.598
H 6.933 -7.075 4.850
H 5.075 -1.193 2.153
H 6.690 -0.569 2.419
H 4.541 -0.777 4.591
H 5.071 0.706 3.786
H 6.185 -0.189 4.835

8.
Computed, not measured: a structure of composition C3H2BrClF2 at a distorted geometry, with ωB97M-V/def2-TZVPD.

Its multiplicity is 1. The calculation puts the frontier orbital gap at 8.87 eV. The charge is 0. For the LUMO energy, the calculation gives -1.446 eV. The total energy comes out at -91139.85749 eV. Its HOMO energy is -10.3120 eV. The calculation puts the energy above the lowest of the compared OMol25 structures with the same formula, charge and spin at 241.8 kJ/mol.

CARTESIAN COORDINATES (ANGSTROEM)
C -0.761 0.354 -0.445
C -0.135 -0.181 0.895
C 0.678 0.243 -0.232
F -0.236 0.590 1.970
F -0.207 -1.462 1.238
Cl 1.208 -1.783 -1.201
Br 2.094 1.257 -0.868
H -1.340 -0.373 -0.824
H -1.301 1.356 -0.533

Which formula does entry 5 have? C7H8N2O

Repeat the second record exactly.
Computed, not measured: a structure of composition C27H36GeN2PPtS at a distorted geometry, with ωB97M-V/def2-TZVPD.

Its multiplicity is 1. The calculation puts the frontier orbital gap at 6.43 eV. The charge is +1. For the LUMO energy, the calculation gives -3.978 eV. The total energy comes out at -111443.88659 eV. Its HOMO energy is -10.4070 eV. The calculation puts the energy above the lowest of the compared OMol25 structures with the same formula, charge and spin at 155.7 kJ/mol.

CARTESIAN COORDINATES (ANGSTROEM)
Pt -0.694 -0.510 0.433
C -3.846 1.080 1.951
C -3.568 2.468 1.438
C -4.590 3.412 1.476
C -4.400 4.712 1.033
C -3.169 5.098 0.531
C -2.131 4.181 0.484
C -2.312 2.876 0.948
P -0.869 1.775 0.968
C 0.474 2.677 0.158
C 1.461 3.272 0.940
C 2.462 4.032 0.351
C 2.478 4.189 -1.023
C 1.506 3.582 -1.808
C 0.493 2.815 -1.244
C -0.555 2.186 -2.133
C -0.461 1.688 2.735
C -0.887 2.593 3.698
C -0.655 2.322 5.042
C -0.044 1.129 5.402
C 0.382 0.233 4.423
C 0.214 0.535 3.078
C 0.767 -0.305 1.972
H -4.909 0.853 1.868
H -3.562 0.992 3.004
H -3.291 0.329 1.398
H -5.559 3.115 1.862
H -5.214 5.423 1.086
H -3.011 6.110 0.180
H -1.168 4.487 0.096
H 1.439 3.146 2.015
H 3.221 4.498 0.965
H 3.247 4.792 -1.492
H 1.532 3.707 -2.885
H -0.324 2.364 -3.183
H -1.547 2.600 -1.929
H -0.617 1.111 -1.978
H -1.415 3.493 3.406
H -0.969 3.027 5.802
H 0.109 0.894 6.448
H 0.884 -0.686 4.704
H 1.137 -1.275 2.298
H 1.537 0.226 1.412
C 3.135 -4.076 -2.173
N 2.734 -2.741 -1.753
C 1.518 -2.420 -1.325
N 0.633 -3.397 -1.163
S 1.187 -0.739 -1.041
H 4.174 -4.041 -2.481
H 2.535 -4.423 -3.016
H 3.050 -4.786 -1.349
H 3.372 -1.975 -1.891
H 0.882 -4.364 -1.277
H -0.298 -3.150 -0.866
C -3.690 -4.175 -0.665
Ge -3.660 -2.366 0.062
C -5.231 -1.463 -0.633
C -3.644 -2.446 2.001
C -2.073 -1.411 -0.599
H -4.643 -4.641 -0.409
H -2.887 -4.792 -0.257
H -3.604 -4.150 -1.753
H -6.110 -2.005 -0.278
H -5.225 -1.489 -1.724
H -5.303 -0.424 -0.309
H -4.243 -3.291 2.346
H -4.056 -1.536 2.436
H -2.623 -2.570 2.369
H -2.195 -1.031 -1.623

Which value of charge does entry 4 give? +1